(1)
The following is a DFT calculation (ωB97M-V with the def2-TZVPD basis set) of a 2-piece molecular cluster, C4H14N4 overall in a non-equilibrium geometry.

```
22
Properties=species:S:1:pos:R:3:forces:R:3
N 1.003 0.331 -0.217 1.760 3.504 1.689
N 0.293 1.709 0.334 -0.033 -2.728 -1.277
N -0.094 -2.671 0.030 0.102 -0.227 0.001
N -0.981 -0.498 -0.526 -1.470 -0.599 0.474
C -1.108 -1.688 0.337 -0.353 0.606 -0.340
C -0.988 -1.265 1.797 -0.018 -0.042 -0.263
C 0.596 2.903 -0.402 0.719 -0.292 -0.850
C 1.629 0.355 -1.333 -0.608 0.643 0.545
H -0.184 -3.006 -0.922 -0.010 0.004 0.037
H 0.482 3.790 0.227 -0.023 -0.207 -0.008
H 0.820 -2.238 0.114 -0.008 0.032 -0.018
H 1.623 2.861 -0.817 -0.184 0.306 0.235
H -1.753 -0.534 2.053 -0.067 -0.005 0.038
H 1.342 0.923 -2.217 0.282 0.543 0.176
H -1.360 0.377 -0.145 0.039 -0.706 -0.545
H -2.088 -2.158 0.174 0.127 -0.143 0.147
H -0.068 2.988 -1.267 -0.077 0.134 0.112
H -1.165 -0.688 -1.507 -0.235 0.240 0.287
H -0.013 -0.809 1.961 0.068 -0.014 0.017
H -1.085 -2.140 2.436 -0.027 0.024 0.033
H 2.498 -0.285 -1.408 -0.370 -0.721 -0.241
H 0.602 1.745 1.298 0.388 -0.352 -0.248
```
Positions in Å, forces in eV/Å.

## Properties
Energy above the lowest of the compared OMol25 structures with the same formula, charge and spin ... 91.8 kcal/mol
Calculated total energy ... -10331.824 eV
Lowest unoccupied orbital energy ... 0.0386 Ha
SMILES string ... CC(N)N.C=NNC

---

(2)
The following is a DFT calculation (ωB97M-V with the def2-TZVPD basis set) of one molecule with the formula C16H19NO3.

```
39
Properties=species:S:1:pos:R:3:forces:R:3
O -2.426 -0.791 0.047 -0.375 0.043 -0.328
O -0.415 -4.423 2.759 0.440 0.172 -0.215
O 0.388 2.686 -1.071 0.064 0.185 -0.215
N -0.740 -1.517 1.350 0.395 -0.225 0.130
C 3.595 1.792 -2.648 0.087 0.056 -0.096
C -1.609 -0.573 0.914 0.312 0.236 0.468
C 3.738 2.867 -3.502 0.151 -0.089 -0.042
C -1.313 -3.806 1.957 -0.830 0.104 -0.352
C -1.170 1.854 0.508 0.295 -0.052 -0.133
C -1.447 0.790 1.570 -0.134 0.080 -0.312
C 1.511 2.683 -1.846 0.187 0.096 -0.182
C 2.763 3.853 -3.526 -0.049 -0.072 0.085
C -0.804 -2.894 0.890 0.030 -0.095 0.160
C -1.111 -5.148 3.651 -0.732 -0.286 0.393
C 0.166 1.612 -0.187 -0.202 -0.188 0.298
C 2.487 1.696 -1.821 -0.247 -0.103 0.238
C -2.448 -5.006 3.446 0.501 -0.129 0.223
C 0.586 4.834 -2.726 0.010 -0.070 0.042
C -2.580 -4.128 2.342 0.578 0.179 -0.313
C 1.649 3.781 -2.712 -0.148 -0.037 0.125
H -1.964 1.830 -0.239 -0.020 0.041 0.028
H 0.976 1.560 0.557 -0.047 -0.026 -0.106
H 0.494 5.287 -1.739 -0.082 0.091 0.035
H -3.238 -5.465 4.003 -0.109 -0.141 0.164
H -2.388 1.028 2.071 0.045 -0.067 0.049
H -1.154 2.845 0.964 -0.022 -0.002 0.000
H -0.133 -1.324 2.130 -0.115 0.133 -0.076
H -0.378 4.388 -2.966 -0.113 0.065 -0.010
H 0.193 -3.217 0.576 -0.145 -0.009 -0.072
H 4.601 2.942 -4.146 0.074 0.001 -0.053
H 4.345 1.016 -2.619 0.054 -0.059 0.003
H -3.488 -3.784 1.892 -0.173 0.117 -0.163
H -1.487 -2.896 0.037 0.165 -0.081 0.104
H 0.133 0.661 -0.736 0.078 0.085 0.031
H 2.870 4.696 -4.194 -0.022 0.095 -0.053
H -0.648 0.776 2.314 -0.020 -0.004 0.068
H 0.815 5.607 -3.454 0.001 0.054 -0.039
H -0.550 -5.715 4.366 0.160 -0.044 0.048
H 2.396 0.846 -1.163 -0.042 -0.056 0.069
```
Positions in Å, forces in eV/Å.

## Properties
Energy above the lowest of the compared OMol25 structures with the same formula, charge and spin ... 36.0 kcal/mol
Calculated total energy ... -24532.762 eV
Lowest unoccupied orbital energy ... 0.0226 Ha
SMILES string ... Cc1ccccc1OCCCC(=O)NCc1ccco1

---

What is the lowest unoccupied orbital energy in the second record?
0.0226 Ha

---

Which formula does entry 1 have?
C4H14N4